[1]
Molecular formula: C26H35N3O5
Method: DFT, the ωB97M-V functional and the def2-TZVPD basis

The geometry in XYZ format:
```
69
Properties=species:S:1:pos:R:3
H 0.770 -0.914 -6.284
H -1.159 2.762 -0.843
C -2.708 -0.735 3.920
H 3.226 3.131 1.436
C 2.388 3.258 0.747
C -0.028 0.326 2.888
C 2.966 -1.799 -5.228
C -1.632 -1.501 -1.348
C -0.736 1.605 0.918
C 0.752 2.749 2.578
H 2.712 -2.629 -3.267
H -2.598 -4.514 2.793
O 0.267 -0.848 2.753
O -2.542 -1.997 3.548
C 1.439 -0.168 -5.828
H -1.632 1.950 1.441
H 2.932 1.551 -0.455
H -0.973 0.653 0.439
O 2.777 -0.596 -5.935
H -0.831 -1.075 4.926
C 2.053 1.924 0.083
H 0.282 4.695 -0.232
N -1.729 -2.177 1.013
H -0.109 3.152 3.118
C 0.514 -1.434 -2.476
H 2.176 -2.047 -1.248
O -3.888 -2.335 0.283
C -1.024 -1.948 -0.179
H 2.682 3.991 -0.008
H 1.178 2.820 -1.678
H -1.143 -2.194 1.843
H 1.397 4.717 1.988
C 0.896 2.109 -0.898
C 0.004 3.959 0.526
C -0.874 -1.254 -2.473
C 1.161 3.762 1.505
C 0.420 1.409 1.914
H 0.832 -2.492 0.732
C -3.580 -4.059 2.896
C 1.109 -1.900 -1.301
H -3.950 -4.242 3.902
H 1.689 0.824 -3.935
N -0.813 0.737 3.917
H -4.260 -4.505 2.177
H 0.658 1.156 -1.375
H -1.837 0.225 5.656
H 2.476 0.763 1.856
C -1.508 -0.242 4.728
H -2.700 -1.358 -1.374
H 3.303 -0.939 -3.273
H -0.874 4.339 1.054
O -3.632 -0.031 3.607
N 1.235 -1.210 -3.646
H 0.010 0.360 -4.300
H 1.427 -0.049 0.693
C -3.059 -2.326 1.167
H 4.019 -2.060 -5.344
C -3.486 -2.562 2.631
H 2.342 -2.591 -5.669
H -4.459 -2.076 2.771
H 1.565 2.614 3.295
C 1.654 0.913 1.153
C 0.351 -2.154 -0.174
C -0.327 2.625 -0.143
H -1.225 1.656 3.881
H 1.372 0.770 -6.382
H -1.373 -0.927 -3.371
C 2.608 -1.654 -3.744
C 1.047 0.036 -4.364
```

LUMO level in eV: 0.610
Structure (SMILES): C[C@@H](OC(=O)CNC(=O)[C@]12C[C@H]3C[C@H](C[C@H](C3)C1)C2)C(=O)Nc1ccc(N2CCOCC2)cc1
Strongest force on any atom in eV/A: 0.759



[2]
Molecular formula: C26H36B2MnO34
Method: DFT, the ωB97M-V functional and the def2-TZVPD basis

The geometry in XYZ format:
```
99
Properties=species:S:1:pos:R:3
O 1.454 -4.673 -3.531
C 2.223 -1.668 4.462
C 0.302 -1.769 -2.610
C -1.715 1.761 -1.999
H -2.776 -0.085 3.646
H 0.668 4.309 4.380
H 2.223 0.288 -3.552
H -0.446 2.965 3.734
B -4.914 2.886 0.844
O 1.416 -2.430 -3.037
Mn 0.130 0.312 0.225
H -2.324 -5.022 -0.208
C -2.799 2.158 1.232
H 2.113 -2.396 3.659
O -1.350 -1.195 0.356
C 4.801 -1.653 2.218
H 4.844 3.940 -1.849
O -0.411 -3.203 -4.192
O -2.617 1.004 -2.482
H -3.695 -1.617 -1.798
H -4.153 0.540 -3.718
O -3.995 3.868 0.287
C -1.922 -2.279 0.204
O -1.999 -1.833 -3.297
H 5.501 -0.965 2.692
H -5.021 -1.925 -0.770
H 3.234 4.382 -2.347
C 0.457 3.564 3.613
C -3.321 1.243 -3.663
O -1.748 1.496 1.496
C 2.712 1.986 -1.464
O 3.672 -0.949 1.655
O 3.084 1.580 2.416
H -0.363 3.945 -1.447
O -3.221 -2.526 -0.055
O -1.813 4.304 0.442
O -1.831 3.002 -2.558
C 2.411 -5.222 -4.304
O -8.031 3.942 2.056
H 0.024 3.908 -3.051
H -1.247 5.020 -2.613
C -3.996 -1.552 -0.753
C -2.796 3.584 0.574
H -0.987 -5.420 0.756
O -8.079 2.913 -0.553
H 3.964 5.152 -0.957
H -3.087 -1.480 4.695
C 0.012 -1.132 3.865
O 1.753 -1.073 0.451
H -2.770 0.971 -4.564
C -2.432 -1.082 3.920
C 3.226 0.445 -3.156
O 0.945 1.510 1.896
H 2.248 -2.335 5.324
O -5.812 3.377 1.909
C -7.031 2.977 0.110
O 1.676 2.755 3.651
O 3.163 -2.853 0.467
H 3.882 0.371 -4.024
H -3.805 2.219 -3.666
O 3.450 -4.326 -6.416
B 1.059 -3.373 -4.096
H -2.477 -1.854 3.152
H 4.002 2.596 3.987
C -0.855 4.022 -2.417
O 0.187 -1.047 2.690
H 2.928 -4.660 -0.397
H 5.470 -2.113 1.491
O 0.933 -1.271 4.754
C -1.742 -4.644 0.633
O 0.211 -0.882 -1.779
O -4.029 1.754 1.223
H 5.094 1.708 2.845
C 4.134 1.714 3.360
C 3.855 4.197 -1.470
C -7.032 3.502 1.506
H 3.481 -0.210 -2.323
H 2.949 -0.856 4.510
O -5.827 2.520 -0.198
H 1.924 -3.426 -1.121
O 3.034 -6.276 -4.162
C 2.322 -3.782 -0.171
H -3.818 -0.550 -0.365
H -2.519 -4.646 1.397
C -0.862 -2.290 -3.379
O -1.114 -1.058 4.525
O 3.157 3.068 -0.836
C 1.831 1.885 2.647
O 3.344 1.745 -2.646
O -1.181 -3.374 0.350
C 2.584 -4.250 -5.556
O -1.088 1.398 -1.043
H 1.547 -4.312 0.384
O 1.777 1.256 -1.021
H 0.380 4.082 2.657
C 2.774 -1.622 0.778
O 1.748 -3.289 -5.383
H 4.123 0.851 4.026
H 4.621 -2.523 2.849
```

LUMO level (alpha / beta) in eV: -0.235 / -0.238
Multiplicity: 6
Strongest force on any atom in eV/A: 4.960



[3]
Molecular formula: C26H36CsFN8O4S2
Method: DFT, the ωB97M-V functional and the def2-TZVPD basis

The geometry in XYZ format:
```
78
Properties=species:S:1:pos:R:3
O 4.694 1.193 4.059
H -0.703 -2.456 1.135
H -5.432 4.660 -3.896
S 3.394 1.702 4.422
C 0.899 -3.946 -1.424
C 1.408 2.724 3.222
C 0.856 -1.886 5.757
C -0.550 -2.970 0.191
N -2.102 4.945 -4.014
C 0.738 -3.325 -0.186
H -3.625 6.355 -3.860
C -3.394 5.300 -3.950
C 2.018 0.161 6.280
H 3.302 2.348 -1.511
H -4.100 -4.534 -1.371
H 2.275 1.362 0.303
H 4.215 1.353 -2.634
C -1.638 -3.185 -0.648
H 4.796 0.691 -0.375
N -2.569 1.366 -4.346
H -1.524 -3.012 -4.504
C -2.502 -2.978 -4.018
H 0.972 -2.499 3.700
C 2.431 0.282 4.966
H -1.415 3.242 1.760
C 3.420 1.327 -1.884
H 3.238 0.506 1.254
Cs -0.599 0.049 -1.799
H 0.563 4.230 -0.460
N 2.655 2.188 3.115
C 3.795 0.413 -0.731
H 0.942 3.746 -1.972
H -2.678 -1.991 -3.575
H 2.295 0.929 6.990
S 0.722 3.546 4.617
H -1.641 4.219 4.176
H 0.922 -0.994 7.714
N 0.663 4.558 -1.416
O 1.275 1.826 -2.814
N -4.159 3.046 -4.090
C -2.610 -3.999 -2.878
H -4.180 -2.851 -1.954
H -1.597 1.158 -4.166
C -0.769 3.744 3.757
C -4.393 4.354 -3.976
H -0.469 -3.365 5.391
N 0.080 -2.999 6.157
C -1.481 -3.800 -1.884
F -3.000 -0.545 -2.375
H -2.610 -2.809 -0.356
H -0.033 -4.654 -3.213
O 1.902 -0.311 -2.767
H 2.228 -1.935 0.465
N 0.569 2.662 2.205
C 1.276 -1.760 4.433
H -0.536 -2.771 6.925
H -3.267 -3.177 -4.775
H 2.333 -0.580 3.002
C -1.849 3.661 -4.116
H -0.251 4.846 -1.747
C -3.994 -3.888 -2.246
N 2.797 0.491 0.343
C 2.104 0.907 -2.570
H 1.895 -4.218 -1.754
H 3.845 -0.616 -1.103
C -2.882 2.682 -4.171
H -0.810 3.341 -4.132
H -4.760 -4.168 -2.973
H 1.686 -3.027 1.734
H -2.486 -5.010 -3.287
O 3.357 2.641 5.538
C -0.189 -4.187 -2.246
H 2.765 -3.632 0.474
H -3.116 0.662 -3.821
C -0.634 3.232 2.509
C 1.923 -2.966 0.668
C 1.242 -0.918 6.680
C 2.054 -0.685 4.044
```

LUMO level in eV: 3.684
Total charge: -2
Strongest force on any atom in eV/A: 1.221



Question: What is the strongest force on any atom in the second record?
Answer: 4.960 eV/A



Please write out number 3 again, unchanged.
Molecular formula: C26H36CsFN8O4S2
Method: DFT, the ωB97M-V functional and the def2-TZVPD basis

The geometry in XYZ format:
```
78
Properties=species:S:1:pos:R:3
O 4.694 1.193 4.059
H -0.703 -2.456 1.135
H -5.432 4.660 -3.896
S 3.394 1.702 4.422
C 0.899 -3.946 -1.424
C 1.408 2.724 3.222
C 0.856 -1.886 5.757
C -0.550 -2.970 0.191
N -2.102 4.945 -4.014
C 0.738 -3.325 -0.186
H -3.625 6.355 -3.860
C -3.394 5.300 -3.950
C 2.018 0.161 6.280
H 3.302 2.348 -1.511
H -4.100 -4.534 -1.371
H 2.275 1.362 0.303
H 4.215 1.353 -2.634
C -1.638 -3.185 -0.648
H 4.796 0.691 -0.375
N -2.569 1.366 -4.346
H -1.524 -3.012 -4.504
C -2.502 -2.978 -4.018
H 0.972 -2.499 3.700
C 2.431 0.282 4.966
H -1.415 3.242 1.760
C 3.420 1.327 -1.884
H 3.238 0.506 1.254
Cs -0.599 0.049 -1.799
H 0.563 4.230 -0.460
N 2.655 2.188 3.115
C 3.795 0.413 -0.731
H 0.942 3.746 -1.972
H -2.678 -1.991 -3.575
H 2.295 0.929 6.990
S 0.722 3.546 4.617
H -1.641 4.219 4.176
H 0.922 -0.994 7.714
N 0.663 4.558 -1.416
O 1.275 1.826 -2.814
N -4.159 3.046 -4.090
C -2.610 -3.999 -2.878
H -4.180 -2.851 -1.954
H -1.597 1.158 -4.166
C -0.769 3.744 3.757
C -4.393 4.354 -3.976
H -0.469 -3.365 5.391
N 0.080 -2.999 6.157
C -1.481 -3.800 -1.884
F -3.000 -0.545 -2.375
H -2.610 -2.809 -0.356
H -0.033 -4.654 -3.213
O 1.902 -0.311 -2.767
H 2.228 -1.935 0.465
N 0.569 2.662 2.205
C 1.276 -1.760 4.433
H -0.536 -2.771 6.925
H -3.267 -3.177 -4.775
H 2.333 -0.580 3.002
C -1.849 3.661 -4.116
H -0.251 4.846 -1.747
C -3.994 -3.888 -2.246
N 2.797 0.491 0.343
C 2.104 0.907 -2.570
H 1.895 -4.218 -1.754
H 3.845 -0.616 -1.103
C -2.882 2.682 -4.171
H -0.810 3.341 -4.132
H -4.760 -4.168 -2.973
H 1.686 -3.027 1.734
H -2.486 -5.010 -3.287
O 3.357 2.641 5.538
C -0.189 -4.187 -2.246
H 2.765 -3.632 0.474
H -3.116 0.662 -3.821
C -0.634 3.232 2.509
C 1.923 -2.966 0.668
C 1.242 -0.918 6.680
C 2.054 -0.685 4.044
```

LUMO level in eV: 3.684
Total charge: -2
Strongest force on any atom in eV/A: 1.221



Please write out number 3 again, unchanged.
Molecular formula: C26H36CsFN8O4S2
Method: DFT, the ωB97M-V functional and the def2-TZVPD basis

The geometry in XYZ format:
```
78
Properties=species:S:1:pos:R:3
O 4.694 1.193 4.059
H -0.703 -2.456 1.135
H -5.432 4.660 -3.896
S 3.394 1.702 4.422
C 0.899 -3.946 -1.424
C 1.408 2.724 3.222
C 0.856 -1.886 5.757
C -0.550 -2.970 0.191
N -2.102 4.945 -4.014
C 0.738 -3.325 -0.186
H -3.625 6.355 -3.860
C -3.394 5.300 -3.950
C 2.018 0.161 6.280
H 3.302 2.348 -1.511
H -4.100 -4.534 -1.371
H 2.275 1.362 0.303
H 4.215 1.353 -2.634
C -1.638 -3.185 -0.648
H 4.796 0.691 -0.375
N -2.569 1.366 -4.346
H -1.524 -3.012 -4.504
C -2.502 -2.978 -4.018
H 0.972 -2.499 3.700
C 2.431 0.282 4.966
H -1.415 3.242 1.760
C 3.420 1.327 -1.884
H 3.238 0.506 1.254
Cs -0.599 0.049 -1.799
H 0.563 4.230 -0.460
N 2.655 2.188 3.115
C 3.795 0.413 -0.731
H 0.942 3.746 -1.972
H -2.678 -1.991 -3.575
H 2.295 0.929 6.990
S 0.722 3.546 4.617
H -1.641 4.219 4.176
H 0.922 -0.994 7.714
N 0.663 4.558 -1.416
O 1.275 1.826 -2.814
N -4.159 3.046 -4.090
C -2.610 -3.999 -2.878
H -4.180 -2.851 -1.954
H -1.597 1.158 -4.166
C -0.769 3.744 3.757
C -4.393 4.354 -3.976
H -0.469 -3.365 5.391
N 0.080 -2.999 6.157
C -1.481 -3.800 -1.884
F -3.000 -0.545 -2.375
H -2.610 -2.809 -0.356
H -0.033 -4.654 -3.213
O 1.902 -0.311 -2.767
H 2.228 -1.935 0.465
N 0.569 2.662 2.205
C 1.276 -1.760 4.433
H -0.536 -2.771 6.925
H -3.267 -3.177 -4.775
H 2.333 -0.580 3.002
C -1.849 3.661 -4.116
H -0.251 4.846 -1.747
C -3.994 -3.888 -2.246
N 2.797 0.491 0.343
C 2.104 0.907 -2.570
H 1.895 -4.218 -1.754
H 3.845 -0.616 -1.103
C -2.882 2.682 -4.171
H -0.810 3.341 -4.132
H -4.760 -4.168 -2.973
H 1.686 -3.027 1.734
H -2.486 -5.010 -3.287
O 3.357 2.641 5.538
C -0.189 -4.187 -2.246
H 2.765 -3.632 0.474
H -3.116 0.662 -3.821
C -0.634 3.232 2.509
C 1.923 -2.966 0.668
C 1.242 -0.918 6.680
C 2.054 -0.685 4.044
```

LUMO level in eV: 3.684
Total charge: -2
Strongest force on any atom in eV/A: 1.221